Here is 2 unconnected molecules or ions with the total composition C15H27F3N3O5 in a non-equilibrium geometry from the OMol25 dataset. Energies are from wB97M-V/def2-TZVPD.

Values from the calculation:
F_max ... 10.93 eV/Å
Energy relative to the best compared isomer or geometry (same formula, charge and spin) ... 191.25 kcal/mol
Charge ... +1

Each atom is followed by the atoms it is bonded to, with distances in Å.
Atoms and positions in Å:
1 N -4.51 0.83 -4.95  C2 1.539, H16 1.052, H17 1.045
2 C -4.56 -0.43 -4.06  N1 1.539, O3 1.338, C4 1.673
3 O -5.55 -1.32 -4.18  C2 1.338
4 C -3.37 -0.65 -2.90  C2 1.673, C5 1.653, H18 1.170, H19 1.173
5 C -4.13 -0.40 -1.45  C4 1.653, N6 1.504, H20 1.170, H21 1.194
6 N -3.22 -0.36 -0.26  C5 1.504, C7 1.509, C13 1.506
7 C -2.29 0.82 -0.23  N6 1.509, O8 1.462, H22 1.196, H23 1.194
8 O -2.80 2.03 0.42  C7 1.462, C9 1.455
9 C -3.74 2.80 -0.38  O8 1.455, F10 1.475, F11 1.512, F12 1.497
10 F -3.59 2.73 -1.84  C9 1.475
11 F -3.51 4.25 -0.01  C9 1.512
12 F -5.18 2.55 -0.07  C9 1.497
13 C -3.92 -0.62 1.05  N6 1.506, O14 1.334, O15 1.501
14 O -4.87 0.11 1.62  C13 1.334
15 O -3.54 -1.87 1.79  C13 1.501, H24 1.002
16 H -4.62 1.70 -4.37  N1 1.052
17 H -3.58 0.92 -5.41  N1 1.045
18 H -2.55 0.14 -3.16  C4 1.170
19 H -2.88 -1.71 -3.02  C4 1.173
20 H -4.85 0.51 -1.58  C5 1.170
21 H -4.84 -1.35 -1.31  C5 1.194
22 H -1.36 0.47 0.44  C7 1.196
23 H -1.80 1.01 -1.30  C7 1.194
24 H -3.69 -2.65 1.18  O15 1.002
25 C 3.45 -1.76 -0.40  C26 1.556, H36 1.094, H37 1.096, H38 1.096
26 C 3.21 -0.24 -0.14  C25 1.556, C27 1.557, N31 1.502, C35 1.564
27 C 4.50 0.44 0.41  C26 1.557, C28 1.525, H39 1.099, H40 1.098
28 C 4.79 0.18 1.88  C27 1.525, C29 1.524, H41 1.095, H42 1.097
29 C 3.56 0.45 2.74  C28 1.524, C30 1.550, H43 1.097, H44 1.097
30 C 2.31 -0.33 2.25  C29 1.550, N31 1.502, C33 1.555, C34 1.562
31 N 2.04 -0.10 0.79  C26 1.502, C30 1.502, O32 1.406
32 O 1.53 1.20 0.64  N31 1.406
33 C 2.52 -1.84 2.55  C30 1.555, H45 1.097, H46 1.097, H47 1.086
34 C 1.09 0.05 3.14  C30 1.562, H48 1.096, H49 1.097, H50 1.097
35 C 2.96 0.35 -1.56  C26 1.564, H51 1.098, H52 1.099, H53 1.095
36 H 2.57 -2.36 -0.16  C25 1.094
37 H 3.67 -1.97 -1.45  C25 1.096
38 H 4.30 -2.15 0.18  C25 1.096
39 H 4.42 1.53 0.27  C27 1.099
40 H 5.37 0.13 -0.18  C27 1.098
41 H 5.14 -0.85 2.03  C28 1.095
42 H 5.61 0.83 2.21  C28 1.097
43 H 3.78 0.19 3.78  C29 1.097
44 H 3.36 1.53 2.74  C29 1.097
45 H 1.67 -2.43 2.18  C33 1.097
46 H 2.59 -2.02 3.63  C33 1.097
47 H 3.43 -2.25 2.12  C33 1.086
48 H 0.87 1.12 3.13  C34 1.096
49 H 1.27 -0.21 4.19  C34 1.097
50 H 0.19 -0.49 2.83  C34 1.097
51 H 2.05 -0.06 -2.01  C35 1.098
52 H 3.80 0.11 -2.23  C35 1.099
53 H 2.88 1.45 -1.56  C35 1.095